C34H86N4OPSi | ωB97M-V/def2-TZVPD

Geometry (Å):
C -1.25543 -4.55610 3.20096
C -0.99549 -5.65113 2.17746
C -0.81180 -7.00024 2.87388
C -2.11546 -5.71627 1.11975
C -1.67029 -5.47382 -0.32377
P -0.25945 -6.46659 -0.85271
C 1.20601 -5.56097 -1.36203
C 2.51774 -5.85213 -0.57280
O 3.24218 -4.67866 -0.35720
Si 3.06452 -3.71355 1.00728
C 3.19410 -4.71556 2.57211
C 1.42085 -2.81994 0.88891
C 4.43368 -2.48148 0.99473
H -1.02787 -3.55977 2.82898
H -0.65136 -4.71613 4.09147
H -2.29754 -4.57626 3.51269
H -0.05150 -5.41721 1.66857
H -1.56876 -7.12672 3.64521
H 0.15562 -7.04380 3.36800
H -0.89369 -7.83593 2.18193
H -2.86465 -4.95885 1.33572
H -2.61583 -6.68095 1.17054
H -1.41430 -4.43428 -0.52385
H -2.48179 -5.73384 -1.00195
H 0.08977 -7.38690 0.12563
H -0.66224 -7.24011 -1.93413
H 1.34482 -5.85261 -2.40137
H 0.96965 -4.50283 -1.36037
H 3.12655 -6.50145 -1.19702
H 2.31737 -6.40555 0.34995
H 2.71991 -4.12721 3.35859
H 4.23400 -4.86397 2.85093
H 2.69547 -5.67986 2.56187
H 0.61205 -3.27070 1.46244
H 1.52682 -1.79522 1.23700
H 1.11026 -2.77709 -0.15398
H 4.40052 -1.81039 0.14177
H 5.39627 -2.98610 1.03396
H 4.34199 -1.89655 1.91037
C -0.79943 3.83635 1.36549
C -0.96771 2.33846 1.18908
N -0.67257 1.58461 2.39149
C -0.47616 0.17731 2.13743
C -1.66520 -0.65090 1.62766
C -1.44047 1.95222 3.56854
C -2.97040 1.88408 3.47826
H 0.18532 4.06612 1.77543
H -0.88300 4.32371 0.39317
H -1.55298 4.27907 2.01586
H -0.25836 1.99930 0.42686
H -1.97301 2.13431 0.78509
H -0.08553 -0.28639 3.04962
H 0.32933 0.10632 1.39766
H -2.39802 -0.84255 2.41131
H -1.30562 -1.62052 1.26908
H -2.17396 -0.16545 0.79480
H -1.16053 2.97280 3.83860
H -1.09331 1.33001 4.39731
H -3.34714 2.35327 2.56868
H -3.40753 2.42042 4.32232
H -3.34705 0.86191 3.51805
C 0.52471 3.54266 -2.35721
C 1.97145 3.34394 -2.77622
N 2.90168 3.65157 -1.70502
C 4.28551 3.71152 -2.13978
C 4.92494 2.40776 -2.62977
C 2.65383 2.98427 -0.43977
C 2.58084 1.44931 -0.43075
H 0.37898 4.53722 -1.93399
H -0.14443 3.43105 -3.21073
H 0.23250 2.80530 -1.60780
H 2.20647 4.01087 -3.60926
H 2.08311 2.31578 -3.16468
H 4.88198 4.11920 -1.31967
H 4.33793 4.45245 -2.94267
H 5.13139 1.71899 -1.81043
H 5.87536 2.62090 -3.12209
H 4.28850 1.89912 -3.35347
H 1.71363 3.36734 -0.03394
H 3.42469 3.31562 0.25942
H 1.93616 1.07216 -1.22767
H 2.15863 1.11325 0.52069
H 3.55995 0.98345 -0.53999
C -3.89767 5.61036 2.92154
C -5.11476 6.52078 2.94970
N -6.36181 5.78236 3.01770
C -7.53402 6.59259 2.73813
C -7.87248 7.73323 3.70522
C -6.47496 4.84779 4.12382
C -6.29527 5.39087 5.54775
H -3.98883 4.86577 2.12878
H -2.99894 6.20031 2.73560
H -3.75471 5.08889 3.86937
H -5.13897 7.10851 2.02844
H -4.99503 7.24426 3.77235
H -8.39257 5.92019 2.66225
H -7.39772 7.01677 1.73869
H -8.26132 7.36666 4.65439
H -8.64024 8.37088 3.26391
H -7.00518 8.36131 3.91074
H -5.74107 4.05176 3.96764
H -7.44991 4.36185 4.03979
H -5.41059 6.02375 5.63077
H -6.16788 4.55959 6.24390
H -7.15460 5.96834 5.88400
C 3.49014 -0.83540 -3.72199
C 3.14943 -0.71534 -5.19909
N 4.10421 -1.39207 -6.05352
C 3.99156 -1.03133 -7.45587
C 2.70083 -1.40145 -8.19626
C 4.31468 -2.79856 -5.76483
C 3.09169 -3.72683 -5.78290
H 4.51712 -0.52025 -3.53697
H 2.82609 -0.19566 -3.13747
H 3.37207 -1.85567 -3.35175
H 3.16403 0.34236 -5.47733
H 2.11193 -1.05757 -5.35357
H 4.84446 -1.46813 -7.98113
H 4.12662 0.05250 -7.51822
H 2.62929 -2.47110 -8.39045
H 2.67550 -0.89416 -9.16183
H 1.81299 -1.09337 -7.64270
H 4.78537 -2.87414 -4.78112
H 5.06140 -3.16809 -6.47086
H 2.25806 -3.30586 -5.21746
H 3.35215 -4.68281 -5.32323
H 2.74173 -3.93533 -6.79243

Summary:
**Spin multiplicity**: 1
**Calculated total energy**: -61821.5743 eV
**Orbital gap**: 6.481 eV
**Charge**: +1
**HOMO**: -0.3387 hartree